Computed, not measured: the molecule C3H3O2P in a non-equilibrium geometry, with wB97M-V/def2-TZVPD.

```
! RIJCOSX wB97M-V def2-TZVPD def2/J DEFGRID3
* xyz 0 1
C -0.345 -1.941 -0.493
C 0.587 -2.664 -0.704
C 0.831 1.141 0.004
O -2.554 -0.500 1.079
O -0.531 0.923 0.401
P -1.497 -0.455 0.110
H 1.097 0.602 -0.991
H 1.455 0.730 0.843
H 0.958 2.164 -0.248
*
```

HOMO (alpha / beta)	-10.1 / -10.1	eV



Computed, not measured: a structure of composition C19H56ClO12PS9, with wB97M-V/def2-TZVPD.

```
! RIJCOSX wB97M-V def2-TZVPD def2/J DEFGRID3
* xyz 0 1
O 1.370 0.500 4.961
P 0.744 -0.158 3.806
O -0.504 0.671 3.173
S -0.065 1.968 2.198
O -0.751 3.113 2.734
O -0.931 1.585 0.923
C -0.904 0.225 0.405
C 0.466 -0.172 -0.127
C 0.688 -1.686 -0.123
Cl -0.806 -2.632 -0.456
H 0.212 -1.421 4.070
H 1.631 -0.319 2.734
H -1.254 -0.452 1.184
H -1.664 0.227 -0.371
H 0.649 0.248 -1.115
H 1.233 0.248 0.533
H 1.377 -1.952 -0.918
H 1.084 -2.010 0.837
C -5.400 1.861 1.751
S -4.397 0.477 1.218
O -3.947 0.780 -0.169
C -5.738 -0.708 1.070
H -4.737 2.715 1.871
H -6.156 2.077 0.996
H -5.867 1.638 2.709
H -6.473 -0.331 0.360
H -6.188 -0.868 2.050
H -5.309 -1.639 0.706
C 3.681 -5.425 2.817
S 2.553 -4.418 1.849
O 1.946 -3.440 2.795
C 1.321 -5.694 1.579
H 4.504 -4.785 3.129
H 3.160 -5.814 3.691
H 4.060 -6.238 2.197
H 0.973 -6.069 2.541
H 1.757 -6.495 0.981
H 0.497 -5.233 1.037
C 0.532 2.856 -5.337
S 1.259 1.646 -4.228
O 0.281 1.413 -3.132
C 2.524 2.727 -3.561
H -0.324 2.388 -5.818
H 0.210 3.723 -4.761
H 1.268 3.143 -6.088
H 2.057 3.604 -3.114
H 3.211 3.020 -4.355
H 3.064 2.166 -2.799
C 5.514 -2.712 -3.334
S 4.339 -1.402 -3.006
O 3.303 -1.970 -2.096
C 3.619 -1.376 -4.649
H 6.049 -2.921 -2.409
H 4.977 -3.596 -3.669
H 6.211 -2.389 -4.105
H 3.229 -2.365 -4.887
H 4.378 -1.083 -5.375
H 2.813 -0.643 -4.626
C -7.089 6.315 4.812
S -6.770 5.415 3.291
O -6.669 3.978 3.660
C -5.087 6.002 3.065
H -8.086 6.041 5.149
H -6.351 6.027 5.561
H -7.047 7.386 4.616
H -4.492 5.734 3.938
H -5.096 7.082 2.916
H -4.686 5.514 2.179
C 0.787 6.875 -0.369
S 1.932 5.505 -0.567
O 2.382 5.524 -1.989
C 0.702 4.209 -0.441
H 1.356 7.797 -0.467
H 0.026 6.820 -1.148
H 0.334 6.821 0.621
H -0.049 4.346 -1.220
H 0.237 4.240 0.543
H 1.205 3.254 -0.589
C -3.055 -2.218 6.570
S -3.644 -1.388 5.089
O -2.823 -1.899 3.960
C -2.994 0.231 5.507
H -3.324 -3.269 6.484
H -1.972 -2.114 6.633
H -3.538 -1.784 7.446
H -1.916 0.165 5.654
H -3.483 0.601 6.409
H -3.207 0.900 4.674
C 3.802 -5.849 -7.311
S 5.078 -5.707 -6.056
O 5.545 -4.295 -6.082
C 6.318 -6.673 -6.922
H 2.947 -5.267 -6.975
H 4.179 -5.450 -8.252
H 3.514 -6.895 -7.419
H 6.517 -6.216 -7.891
H 5.963 -7.697 -7.040
H 7.221 -6.665 -6.315
*
```

HOMO	-8.2	eV



Computed, not measured: a cluster of 2 separate species, C2H3OS2 in total in a non-equilibrium geometry, with wB97M-V/def2-TZVPD.

```
! RIJCOSX wB97M-V def2-TZVPD def2/J DEFGRID3
* xyz -1 1
C 2.347 -0.093 -0.042
C -1.466 0.070 0.047
O 2.695 0.989 0.007
S 2.041 -1.653 -0.057
S -0.957 1.807 -0.077
H -1.794 -0.459 -0.955
H -2.202 -0.026 0.745
H -0.665 -0.635 0.332
*
```

HOMO	-2.1	eV



Computed, not measured: the molecule C6H9N in a non-equilibrium geometry, with wB97M-V/def2-TZVPD.

```
! RIJCOSX wB97M-V def2-TZVPD def2/J DEFGRID3
* xyz 0 1
C 1.382 -0.078 1.684
C 0.475 0.245 0.539
C 0.073 1.502 0.196
N -0.864 1.419 -0.814
C -0.973 0.096 -1.172
C -0.208 -0.661 -0.334
C -0.144 -2.156 -0.366
H 0.955 -0.844 2.332
H 1.603 0.798 2.288
H 2.308 -0.521 1.315
H 0.204 2.450 0.708
H -1.029 2.119 -1.518
H -1.610 -0.261 -1.966
H -0.851 -2.615 0.337
H -0.528 -2.509 -1.336
H 0.848 -2.576 -0.249
*
```

SMILES string	Cc1c[nH]cc1C
HOMO	-8.1	eV



Computed, not measured: a structure of composition C35H35F5GeO6RuSe in a non-equilibrium geometry, with wB97M-V/def2-TZVPD.

```
! RIJCOSX wB97M-V def2-TZVPD def2/J DEFGRID3
* xyz 1 6
Ru -0.215 -1.722 0.917
C -0.436 -4.039 3.461
C -0.329 -4.781 2.147
O 0.416 -4.066 1.164
C 1.842 -4.162 1.170
C 2.488 -3.274 2.198
O 1.982 -1.953 2.024
C 2.355 -1.052 3.062
C 1.505 0.190 2.928
O 0.134 -0.115 2.696
C -0.713 -0.395 3.809
C -0.597 -1.815 4.301
O -0.649 -2.668 3.166
H 0.459 -4.145 4.075
H -1.279 -4.445 4.024
H -1.318 -4.903 1.716
H 0.106 -5.769 2.310
H 2.148 -3.841 0.179
H 2.157 -5.196 1.317
H 3.569 -3.299 2.050
H 2.281 -3.604 3.217
H 3.409 -0.781 2.975
H 2.212 -1.538 4.029
H 1.815 0.771 2.061
H 1.613 0.817 3.815
H -1.723 -0.229 3.441
H -0.513 0.298 4.628
H -1.433 -2.014 4.977
H 0.328 -1.995 4.852
F 2.072 -6.278 -4.951
C 1.549 -5.351 -4.161
C 2.370 -4.548 -3.396
F 3.691 -4.706 -3.451
C 1.811 -3.590 -2.576
F 2.650 -2.824 -1.859
C 0.442 -3.400 -2.503
Se -0.320 -1.967 -1.522
C -0.360 -4.219 -3.282
F -1.687 -4.095 -3.269
C 0.179 -5.184 -4.106
F -0.609 -5.956 -4.846
O -2.497 -1.140 1.064
C -2.367 -0.096 0.388
O -1.194 0.369 0.148
C -3.516 0.640 -0.242
C -3.144 2.082 -0.616
Ge -1.214 2.333 -0.835
C -0.218 1.534 -2.265
C -0.809 1.268 -3.500
C -0.091 0.611 -4.492
C 1.227 0.231 -4.259
C 1.825 0.499 -3.033
C 1.105 1.151 -2.039
C -1.356 4.345 -1.641
C -0.878 4.663 -2.903
C -1.178 5.928 -3.413
C -1.893 6.842 -2.651
C -2.315 6.512 -1.367
C -2.022 5.259 -0.834
C -0.191 2.988 0.683
C 1.031 3.637 0.486
C 1.750 4.132 1.569
C 1.234 4.017 2.856
C 0.004 3.398 3.060
C -0.701 2.880 1.979
H -4.382 0.572 0.415
H -3.756 0.056 -1.135
H -3.447 2.789 0.159
H -3.628 2.402 -1.537
H -1.838 1.557 -3.691
H -0.561 0.389 -5.443
H 1.789 -0.275 -5.035
H 2.851 0.196 -2.852
H 1.566 1.325 -1.071
H -0.312 3.957 -3.498
H -0.841 6.190 -4.409
H -2.108 7.826 -3.051
H -2.857 7.233 -0.765
H -2.319 5.017 0.181
H 1.424 3.763 -0.518
H 2.702 4.626 1.407
H 1.780 4.428 3.697
H -0.407 3.327 4.062
H -1.652 2.383 2.153
*
```

expectation value of S²	8.77
HOMO (alpha / beta)	-9.7 / -9.7	eV



Computed, not measured: a cluster of 10 separate species, C34H85N17O10 in total in a non-equilibrium geometry, with wB97M-V/def2-TZVPD.

```
! RIJCOSX wB97M-V def2-TZVPD def2/J DEFGRID3
* xyz 0 1
C 2.807 -2.554 6.176
O 2.548 -3.279 7.119
N 3.584 -1.460 6.276
N 2.514 -2.912 4.848
H 3.882 -1.210 7.194
H 4.048 -0.977 5.492
H 2.683 -2.283 4.061
H 1.972 -3.726 4.566
C -1.711 -0.007 3.582
O -2.255 0.805 4.314
N -2.334 -0.723 2.594
N -0.364 -0.231 3.580
H -3.313 -0.465 2.580
H -1.851 -0.882 1.734
H -0.226 -1.264 3.454
H 0.045 0.179 4.424
C 4.571 2.043 0.506
O 3.944 1.133 0.013
N 4.949 1.906 1.774
N 4.854 3.265 -0.119
H 4.634 1.263 2.499
H 5.606 2.557 2.174
H 4.833 3.305 -1.124
H 5.532 3.870 0.310
C 0.461 -0.708 -0.151
O -0.619 -1.336 -0.154
N 1.222 -0.814 -1.273
N 0.945 0.063 0.897
H 1.951 -0.137 -1.344
H 0.821 -0.995 -2.181
H 0.475 0.076 1.785
H 1.792 0.604 0.828
C 4.807 -1.128 2.999
O 4.405 -0.169 3.687
N 5.036 -1.084 1.587
N 5.187 -2.332 3.595
H 5.458 -1.848 1.120
H 4.693 -0.341 1.008
H 4.830 -3.181 3.227
H 5.237 -2.388 4.614
C -3.864 -2.301 -1.666
O -4.802 -2.801 -2.269
N -3.391 -1.066 -1.870
N -3.063 -3.028 -0.836
H -3.995 -0.315 -2.158
H -2.439 -0.884 -1.573
H -2.227 -2.572 -0.465
H -3.180 -4.021 -0.785
C -1.330 -1.753 -4.318
O -0.186 -1.194 -4.367
N -1.441 -2.918 -3.618
N -2.487 -1.203 -4.722
H -2.391 -3.212 -3.346
H -0.709 -3.374 -3.132
H -2.573 -0.395 -5.319
H -3.145 -1.920 -4.993
C -3.324 4.654 -1.419
C -3.820 3.664 -0.333
C -3.222 2.256 -0.538
C -1.744 2.133 0.015
C -1.818 2.422 1.480
C -2.272 3.851 1.763
N -3.542 4.119 1.033
O -3.884 5.498 1.106
C -2.517 3.923 3.277
C -1.202 4.852 1.351
C -5.348 3.577 -0.316
H -3.858 5.583 -1.462
H -3.415 4.190 -2.394
H -2.274 4.926 -1.254
H -3.783 1.559 0.091
H -3.393 1.939 -1.577
H -1.071 2.851 -0.403
H -1.401 1.129 -0.224
H -0.872 2.233 2.011
H -2.457 1.735 2.027
H -1.621 3.777 3.874
H -2.949 4.919 3.511
H -3.144 3.095 3.652
H -1.531 5.844 1.560
H -0.255 4.691 1.894
H -0.841 4.910 0.319
H -5.652 2.804 0.433
H -5.806 3.229 -1.237
H -5.798 4.538 -0.070
H -4.617 5.524 1.748
C -1.758 -4.974 2.479
C -0.450 -4.903 3.402
C -0.062 -6.378 3.754
C 0.536 -7.146 2.566
C 1.786 -6.354 2.056
C 1.429 -4.926 1.671
N 0.735 -4.323 2.774
O 0.503 -2.976 2.434
C 2.748 -4.221 1.499
C 0.609 -4.880 0.311
C -0.745 -4.058 4.635
H -2.632 -4.992 3.079
H -1.714 -5.862 1.800
H -1.785 -4.118 1.817
H 0.756 -6.358 4.477
H -0.992 -6.837 4.044
H -0.115 -7.318 1.710
H 0.850 -8.171 2.849
H 2.245 -6.865 1.188
H 2.551 -6.364 2.812
H 2.601 -3.146 1.247
H 3.270 -4.182 2.450
H 3.367 -4.767 0.811
H 0.356 -3.830 0.140
H 1.240 -5.168 -0.516
H -0.260 -5.534 0.231
H -1.636 -4.391 5.145
H -0.847 -2.998 4.397
H 0.052 -4.213 5.383
H -0.008 -2.790 1.608
C -1.445 3.776 -4.416
C -0.496 3.152 -5.482
C 0.246 4.216 -6.284
C 1.339 4.892 -5.467
C 2.342 3.825 -5.111
C 1.663 2.760 -4.184
N 0.512 2.231 -4.927
O -0.073 1.293 -4.159
C 2.608 1.636 -4.114
C 1.307 3.292 -2.750
C -1.316 2.299 -6.430
H -1.764 2.928 -3.781
H -0.891 4.458 -3.779
H -2.378 4.162 -4.886
H 0.821 3.667 -7.024
H -0.494 4.840 -6.772
H 1.792 5.648 -6.090
H 0.961 5.391 -4.585
H 3.264 4.166 -4.587
H 2.597 3.329 -6.065
H 3.545 1.972 -3.705
H 2.824 1.216 -5.112
H 2.106 0.846 -3.514
H 0.967 4.310 -2.872
H 2.221 3.290 -2.118
H 0.496 2.662 -2.336
H -1.771 1.485 -5.827
H -2.048 2.967 -6.885
H -0.743 1.819 -7.217
H 0.181 0.411 -4.526
*
```

SMILES string	CC1(C)CCCC(C)(C)N1O.CC1(C)CCCC(C)(C)N1O.CC1(C)CCCC(C)(C)N1O.NC(N)=O.NC(N)=O.NC(N)=O.NC(N)=O.NC(N)=O.NC(N)=O.NC(N)=O
HOMO	-8.0	eV



Computed, not measured: a structure of composition C5H10CrOP in a non-equilibrium geometry, with wB97M-V/def2-TZVPD.

```
! RIJCOSX wB97M-V def2-TZVPD def2/J DEFGRID3
* xyz 0 4
C -2.600 0.331 0.051
C -2.576 0.585 -1.400
C -1.951 -0.446 -2.183
C -1.623 -1.533 -1.281
C -1.834 -1.298 0.223
Cr -0.652 0.108 -0.478
P 0.436 1.239 1.430
H -2.816 1.127 0.777
H -2.808 1.501 -1.984
H -1.668 -0.309 -3.318
H -1.699 -2.051 1.072
H -1.063 -2.372 -1.876
H 0.414 0.175 2.465
H -0.735 1.998 1.814
H 1.521 2.221 1.592
O 2.652 -0.473 -0.646
H 2.086 -1.280 -0.761
H 3.169 -0.491 0.183
*
```

expectation value of S²	3.84
HOMO (alpha / beta)	-6.3 / -5.9	eV



Computed, not measured: a structure of composition C41H43BN8P2S4Ta in a non-equilibrium geometry, with wB97M-V/def2-TZVPD.

```
! RIJCOSX wB97M-V def2-TZVPD def2/J DEFGRID3
* xyz 3 1
Ta 0.560 0.041 -0.645
C 0.925 2.891 -5.952
S 0.534 3.524 -4.305
C 0.623 2.106 -3.340
S 0.459 2.370 -1.616
N 0.790 0.944 -3.878
N 0.837 -0.115 -3.054
C 1.187 -1.235 -3.575
C 1.438 -2.357 -2.709
C 1.948 -3.550 -3.203
C 2.272 -4.563 -2.314
C 2.079 -4.346 -0.958
C 1.565 -3.130 -0.538
N 1.242 -2.155 -1.390
H 0.707 3.703 -6.641
H 0.317 2.024 -6.184
H 1.984 2.648 -5.995
H 1.390 -1.296 -4.639
H 2.094 -3.668 -4.268
H 2.670 -5.502 -2.674
H 2.325 -5.103 -0.227
H 1.397 -2.934 0.511
C -3.488 -0.342 1.731
N -2.137 -0.311 1.144
P -1.492 1.164 0.604
C -2.772 1.973 -0.384
C -2.837 1.756 -1.762
C -3.835 2.349 -2.514
C -4.776 3.162 -1.894
C -4.723 3.373 -0.524
C -3.723 2.786 0.235
C -1.214 2.208 2.033
C -1.164 1.710 3.332
C -0.908 2.575 4.383
C -0.667 3.921 4.138
C -0.679 4.411 2.838
C -0.954 3.559 1.783
P -1.547 -1.637 0.234
C -2.959 -2.233 -0.727
C -3.851 -3.163 -0.192
C -4.992 -3.496 -0.905
C -5.244 -2.915 -2.140
C -4.353 -1.994 -2.675
C -3.207 -1.660 -1.975
C -1.247 -2.934 1.462
C -1.267 -2.685 2.831
C -1.095 -3.733 3.723
C -0.872 -5.021 3.254
C -0.824 -5.269 1.888
C -1.014 -4.230 0.992
H -4.265 -0.245 0.970
H -3.590 0.477 2.442
H -3.637 -1.280 2.265
H -2.093 1.135 -2.247
H -3.876 2.190 -3.584
H -5.547 3.639 -2.484
H -5.458 4.006 -0.044
H -3.677 2.966 1.301
H -1.322 0.655 3.519
H -0.888 2.196 5.396
H -0.468 4.590 4.964
H -0.470 5.454 2.645
H -0.968 3.933 0.765
H -3.664 -3.621 0.770
H -5.691 -4.208 -0.486
H -6.135 -3.184 -2.691
H -4.559 -1.538 -3.635
H -2.496 -0.959 -2.396
H -1.421 -1.679 3.198
H -1.149 -3.549 4.788
H -0.744 -5.838 3.953
H -0.651 -6.272 1.522
H -1.018 -4.425 -0.076
C 5.172 1.743 -2.755
N 4.628 2.367 -1.561
C 4.945 3.616 -1.080
C 4.199 3.808 0.038
N 3.437 2.685 0.240
B 2.438 2.423 1.401
N 3.039 1.247 2.235
C 4.196 1.324 2.970
C 4.406 0.119 3.556
N 3.369 -0.697 3.176
C 3.177 -2.064 3.633
C 2.556 0.015 2.372
S 1.057 -0.583 1.760
C 3.709 1.827 -0.739
S 3.121 0.203 -0.872
H 6.083 2.261 -3.042
H 4.458 1.806 -3.576
H 5.403 0.698 -2.565
H 5.678 4.246 -1.551
H 4.145 4.654 0.700
H 2.343 3.402 2.072
H 1.380 2.054 0.923
H 4.766 2.235 3.038
H 5.199 -0.217 4.202
H 4.143 -2.547 3.746
H 2.574 -2.612 2.913
H 2.659 -2.074 4.592
*
```

HOMO	-15.7	eV



no.,calculated total energy (eV)
1,-16537.135
2,-164503.919
3,-25841.252
4,-7857.882
5,-187169.107
6,-82447.859
7,-45098.087
8,-119264.411